1.
The following is a DFT calculation (wB97M-V/def2-TZVPD) of a cluster of 12 separate species, C17H58N14O17 in total in a non-equilibrium geometry.

Last column: Löwdin spin population.
Element x y z (Å)
C (18.48, 5.01, -13.91)  0.003
O (19.62, 5.19, -14.32)  0.034
N (18.17, 5.13, -12.68)  -0.004
N (17.54, 4.44, -14.67)  0.070
H (17.24, 4.83, -12.44)  0.000
H (18.65, 5.90, -12.24)  0.000
H (17.93, 4.23, -15.58)  0.001
H (16.72, 4.01, -14.27)  -0.001
C (14.17, 6.42, -14.96)  0.057
O (13.66, 5.78, -15.77)  -0.038
N (15.43, 6.65, -14.72)  0.371
N (13.58, 7.25, -14.16)  0.398
H (16.01, 6.15, -15.38)  0.004
H (15.85, 7.15, -13.96)  0.005
H (12.61, 7.46, -14.37)  0.005
H (14.12, 7.49, -13.34)  0.004
C (18.42, 8.40, -12.41)  0.000
O (18.87, 7.72, -11.46)  0.001
N (19.12, 8.94, -13.32)  0.000
N (17.19, 8.56, -12.69)  0.000
H (20.08, 8.64, -13.38)  0.000
H (18.84, 9.62, -14.01)  0.000
H (17.05, 9.14, -13.51)  0.000
H (16.37, 8.19, -12.24)  0.000
C (15.31, 5.89, -10.69)  0.000
O (15.41, 6.83, -11.41)  0.001
N (14.12, 5.34, -10.49)  0.000
N (16.32, 5.30, -10.02)  0.000
H (13.35, 5.77, -10.97)  0.000
H (13.85, 4.50, -10.01)  0.000
H (17.30, 5.53, -10.15)  0.000
H (15.96, 4.55, -9.45)  0.000
C (18.47, 1.39, -10.62)  0.000
O (18.09, 0.27, -10.49)  0.000
N (19.45, 1.70, -11.45)  0.000
N (18.04, 2.39, -9.98)  0.000
H (19.84, 2.63, -11.41)  0.000
H (20.12, 1.09, -11.88)  0.000
H (17.28, 2.30, -9.32)  0.000
H (18.37, 3.33, -10.10)  0.000
C (12.43, 10.24, -11.67)  0.000
O (11.86, 11.21, -12.06)  0.000
N (13.74, 10.18, -11.52)  0.000
N (11.63, 9.23, -11.21)  0.001
H (14.01, 9.23, -11.29)  0.000
H (14.27, 11.00, -11.76)  0.000
H (11.98, 8.67, -10.44)  0.000
H (10.66, 9.49, -11.18)  0.000
C (11.54, 1.59, -9.49)  0.000
O (11.86, 2.63, -10.04)  0.000
N (11.25, 0.46, -9.99)  0.000
N (11.59, 1.51, -8.18)  0.000
H (10.77, 0.40, -10.88)  0.000
H (11.15, -0.33, -9.36)  0.000
H (11.70, 2.45, -7.84)  0.000
H (11.11, 0.80, -7.63)  0.000
C (17.57, 6.46, -5.80)  0.000
C (18.22, 7.57, -4.96)  0.000
O (17.49, 7.50, -3.78)  0.000
O (16.60, 6.93, -6.73)  0.000
H (17.01, 5.67, -5.32)  0.000
H (18.44, 5.94, -6.20)  0.000
H (18.25, 8.60, -5.31)  0.000
H (19.21, 7.25, -4.63)  0.000
H (16.59, 7.18, -3.79)  0.000
H (16.83, 6.38, -7.49)  0.000
C (10.79, 4.50, -15.06)  0.004
C (11.39, 4.45, -13.69)  0.019
O (10.61, 4.01, -12.57)  0.051
O (9.46, 5.03, -15.05)  0.002
H (10.63, 3.55, -15.58)  0.002
H (11.43, 5.11, -15.68)  0.000
H (11.77, 5.41, -13.34)  0.010
H (12.26, 3.79, -13.67)  0.001
H (11.16, 3.66, -11.87)  0.000
H (9.59, 5.98, -15.05)  0.000
C (21.49, 6.07, -9.59)  0.000
C (20.50, 5.01, -9.20)  0.000
O (19.32, 5.26, -9.84)  0.000
O (21.17, 7.43, -9.23)  0.000
H (21.61, 6.03, -10.67)  0.000
H (22.52, 6.10, -9.23)  0.000
H (20.20, 5.00, -8.15)  0.000
H (20.96, 4.03, -9.35)  0.000
H (19.34, 6.18, -10.13)  0.000
H (21.25, 7.97, -10.02)  0.000
C (15.49, 3.08, -7.24)  0.000
C (15.13, 1.96, -8.18)  0.000
O (15.10, 2.48, -9.52)  0.000
O (16.83, 3.62, -7.40)  0.000
H (15.37, 2.74, -6.21)  0.000
H (14.76, 3.85, -7.52)  0.000
H (14.15, 1.68, -7.80)  0.000
H (15.70, 1.03, -8.20)  0.000
H (14.90, 1.77, -10.13)  0.000
H (17.29, 3.22, -6.66)  0.000
C (14.45, 0.78, -12.67)  0.000
C (15.17, 2.17, -12.81)  0.000
O (15.05, 2.44, -14.23)  0.000
O (14.07, 0.67, -11.33)  0.000
H (15.12, -0.06, -12.83)  0.000
H (13.55, 0.63, -13.26)  0.000
H (16.19, 2.35, -12.46)  0.000
H (14.58, 2.91, -12.27)  0.000
H (15.68, 2.02, -14.81)  0.000
H (13.37, 0.01, -11.33)  0.000

As for the highest occupied orbital energy (alpha / beta): -11.38 / -11.38 eV. For the lowest unoccupied orbital energy (alpha / beta), the calculation gives -2.62 / -8.60 eV. The multiplicity is 2. Its total charge is +1.



2.
The following is a DFT calculation (wB97M-V/def2-TZVPD) of a cluster of 14 separate species, C17H62NO14 in total in a non-equilibrium geometry.

Last column: Mulliken charge in e.
Element x y z (Å)
C (-3.08, 1.51, -0.85)  -0.828
C (-1.93, 0.90, -1.15)  -0.184
N (-0.75, 1.69, -1.58)  0.415
O (0.13, 0.84, -2.26)  -0.371
C (1.49, 1.36, -2.31)  0.515
C (1.61, 2.88, -2.51)  -1.299
H (-3.57, 1.42, 0.13)  0.270
H (-3.63, 2.10, -1.58)  0.249
H (-1.81, -0.18, -1.16)  0.457
H (-0.35, 2.11, -0.73)  0.187
H (-1.11, 2.38, -2.25)  0.361
H (1.95, 0.89, -3.17)  0.019
H (2.09, 1.05, -1.46)  0.005
H (0.70, 3.37, -2.88)  0.413
H (2.39, 3.05, -3.25)  0.357
H (1.97, 3.34, -1.59)  0.363
C (0.10, -2.57, -0.12)  -0.644
O (0.73, -1.32, 0.20)  -0.522
H (0.39, -3.30, 0.63)  0.375
H (-0.98, -2.47, -0.11)  0.131
H (0.43, -2.92, -1.10)  0.329
H (0.47, -0.68, -0.47)  0.130
C (-2.86, -4.83, -0.78)  -0.498
O (-1.55, -4.71, -1.32)  -0.449
H (-3.16, -3.86, -0.38)  0.217
H (-3.57, -5.13, -1.55)  0.305
H (-2.87, -5.57, 0.03)  0.182
H (-1.31, -5.57, -1.66)  0.263
C (-1.37, -8.87, -0.50)  -0.552
O (-1.40, -8.07, -1.68)  -0.487
H (-0.54, -8.53, 0.11)  0.222
H (-2.30, -8.77, 0.06)  0.257
H (-1.21, -9.92, -0.76)  0.286
H (-2.13, -8.38, -2.22)  0.288
C (3.60, 0.02, -5.61)  -0.380
O (4.40, 1.09, -5.10)  -0.502
H (2.56, 0.33, -5.55)  0.028
H (3.86, -0.17, -6.66)  0.319
H (3.75, -0.88, -5.02)  0.269
H (5.32, 0.81, -5.15)  0.294
C (2.78, -1.98, 3.38)  -0.375
O (2.73, -1.18, 2.20)  -0.352
H (3.60, -1.63, 4.00)  -0.013
H (1.85, -1.87, 3.94)  0.284
H (2.94, -3.02, 3.12)  0.277
H (2.00, -1.49, 1.66)  0.307
C (-0.76, 2.04, -5.48)  -0.390
O (-0.58, 0.70, -5.03)  -0.597
H (-0.80, 2.04, -6.56)  0.318
H (-1.70, 2.44, -5.08)  0.108
H (0.08, 2.67, -5.15)  0.192
H (-0.56, 0.74, -4.06)  0.396
C (-5.14, 2.40, -4.94)  -0.537
O (-4.52, 3.64, -4.62)  -0.508
H (-4.83, 1.65, -4.21)  0.149
H (-6.23, 2.49, -4.90)  0.327
H (-4.84, 2.07, -5.93)  0.277
H (-4.81, 4.28, -5.28)  0.289
C (-2.84, 1.95, 3.32)  -0.421
O (-4.04, 1.89, 2.55)  -0.529
H (-2.32, 1.00, 3.22)  0.231
H (-2.18, 2.75, 2.97)  0.131
H (-3.07, 2.11, 4.37)  0.316
H (-4.49, 2.73, 2.65)  0.303
C (0.39, 4.41, 1.20)  -0.326
O (-0.23, 4.28, 2.47)  -0.524
H (-0.36, 4.77, 0.50)  0.292
H (1.21, 5.12, 1.24)  0.391
H (0.77, 3.43, 0.86)  -0.126
H (0.44, 3.97, 3.09)  0.286
C (5.86, -0.25, 6.24)  -0.547
O (5.81, 0.54, 5.06)  -0.465
H (6.69, 0.11, 6.85)  0.259
H (4.93, -0.15, 6.81)  0.240
H (6.03, -1.30, 5.99)  0.248
H (5.08, 0.22, 4.53)  0.255
C (-4.07, -5.04, 2.92)  -0.509
O (-5.22, -5.39, 2.16)  -0.502
H (-3.37, -5.88, 2.89)  0.218
H (-3.59, -4.16, 2.50)  0.190
H (-4.34, -4.85, 3.96)  0.312
H (-5.83, -4.65, 2.19)  0.295
C (4.26, 1.56, 0.16)  -0.299
O (4.86, 1.01, 1.32)  -0.485
H (4.97, 2.24, -0.29)  0.298
H (4.01, 0.77, -0.55)  0.219
H (3.35, 2.11, 0.43)  0.043
H (4.21, 0.40, 1.71)  0.259
C (1.02, 6.00, 5.43)  -0.547
O (1.12, 4.57, 5.50)  -0.498
H (1.98, 6.39, 5.10)  0.225
H (0.25, 6.29, 4.72)  0.243
H (0.79, 6.41, 6.42)  0.293
H (0.26, 4.25, 5.80)  0.290

As for the highest occupied orbital energy: -11.54 eV. For the lowest unoccupied orbital energy, the calculation gives -4.41 eV. Its total charge is +1.



3.
The following is a DFT calculation (wB97M-V/def2-TZVPD) of a cluster of 16 separate species, C17H66BClO20P in total.

Last column: Mulliken charge in e.
Element x y z (Å)
O (-0.84, -2.77, 1.75)  -0.785
P (-1.24, -1.65, 0.86)  0.732
O (-1.98, -0.47, 1.73)  -0.652
O (-2.42, -2.16, -0.11)  -0.530
B (0.23, -0.76, -0.18)  0.811
O (1.45, -1.53, 0.00)  -0.719
C (2.03, -1.03, 1.19)  -0.423
C (1.78, 0.46, 1.02)  0.292
Cl (1.89, 1.35, 2.59)  -0.319
O (0.49, 0.56, 0.51)  -0.381
H (-1.34, 0.26, 1.74)  0.335
H (-2.98, -1.43, -0.41)  0.284
H (-0.10, -0.70, -1.35)  -0.299
H (3.09, -1.32, 1.20)  0.248
H (1.51, -1.39, 2.09)  0.222
H (2.53, 0.92, 0.38)  0.164
C (-4.08, 2.80, 0.77)  -0.551
O (-2.95, 2.17, 0.19)  -0.356
H (-4.26, 3.71, 0.20)  0.056
H (-4.97, 2.16, 0.67)  0.275
H (-3.95, 3.06, 1.82)  0.318
H (-2.77, 1.36, 0.68)  0.265
C (1.11, -5.62, 2.11)  -0.329
O (1.08, -4.74, 1.01)  -0.534
H (1.67, -6.50, 1.83)  0.176
H (1.60, -5.17, 2.99)  0.209
H (0.10, -5.93, 2.41)  0.189
H (0.56, -3.96, 1.30)  0.340
C (-7.80, 4.22, 1.41)  -0.557
O (-6.47, 4.56, 1.73)  -0.437
H (-7.76, 3.69, 0.46)  0.188
H (-8.25, 3.56, 2.15)  0.294
H (-8.44, 5.10, 1.29)  0.282
H (-6.46, 5.03, 2.57)  0.254
C (-5.19, 4.91, -2.64)  -0.748
O (-5.28, 3.51, -2.43)  -0.396
H (-6.17, 5.32, -2.39)  0.288
H (-4.44, 5.39, -2.00)  0.325
H (-4.96, 5.15, -3.68)  0.286
H (-4.42, 3.12, -2.63)  0.221
C (-3.28, 0.28, -4.05)  -0.683
O (-2.73, 1.47, -3.51)  -0.327
H (-4.06, -0.05, -3.36)  0.223
H (-3.74, 0.44, -5.03)  0.295
H (-2.53, -0.51, -4.14)  0.288
H (-2.01, 1.76, -4.09)  0.210
C (-7.75, 4.78, -5.28)  -0.456
O (-8.40, 4.19, -4.16)  -0.530
H (-8.52, 5.09, -5.99)  0.209
H (-7.16, 5.65, -4.99)  0.239
H (-7.11, 4.05, -5.79)  0.236
H (-7.72, 3.89, -3.55)  0.300
C (6.00, 1.27, 0.53)  -0.433
O (4.66, 1.66, 0.29)  -0.383
H (6.13, 0.29, 0.08)  0.194
H (6.72, 1.96, 0.07)  0.153
H (6.21, 1.20, 1.60)  0.225
H (4.52, 2.52, 0.69)  0.210
C (4.28, 4.23, 3.72)  -0.566
O (5.06, 3.09, 3.39)  -0.419
H (4.39, 4.93, 2.89)  0.222
H (3.22, 3.98, 3.81)  0.227
H (4.62, 4.72, 4.63)  0.276
H (4.95, 2.43, 4.09)  0.265
C (-0.28, -8.36, 4.45)  -0.587
O (1.06, -7.93, 4.65)  -0.488
H (-0.25, -9.18, 3.74)  0.233
H (-0.74, -8.72, 5.37)  0.252
H (-0.90, -7.57, 4.02)  0.269
H (1.06, -7.18, 5.25)  0.248
C (7.86, 4.07, -2.42)  -0.523
O (8.51, 3.32, -1.41)  -0.482
H (6.84, 4.23, -2.08)  0.207
H (8.33, 5.04, -2.58)  0.261
H (7.83, 3.53, -3.37)  0.270
H (9.42, 3.15, -1.68)  0.277
C (4.59, -8.32, 3.10)  -0.556
O (3.59, -7.36, 3.41)  -0.385
H (5.49, -7.76, 2.84)  0.154
H (4.81, -8.96, 3.95)  0.258
H (4.31, -8.94, 2.24)  0.303
H (2.76, -7.81, 3.62)  0.271
C (6.16, -2.97, 1.36)  -0.561
O (5.14, -2.54, 2.24)  -0.471
H (6.96, -2.23, 1.42)  0.221
H (6.57, -3.95, 1.65)  0.257
H (5.81, -3.03, 0.33)  0.262
H (4.41, -3.16, 2.19)  0.266
C (-10.48, 4.46, -8.98)  -0.539
O (-9.89, 4.04, -7.76)  -0.458
H (-9.68, 4.45, -9.73)  0.211
H (-11.27, 3.79, -9.32)  0.239
H (-10.88, 5.48, -8.92)  0.258
H (-10.57, 4.03, -7.08)  0.283
C (7.05, -6.34, 5.40)  -0.406
O (8.10, -5.41, 5.17)  -0.532
H (7.22, -7.18, 4.73)  0.138
H (7.04, -6.71, 6.43)  0.294
H (6.07, -5.91, 5.16)  0.213
H (7.96, -4.65, 5.74)  0.295
C (0.39, 2.43, -2.60)  -0.180
O (0.05, 2.07, -3.95)  -0.533
H (-0.54, 2.51, -2.05)  0.067
H (1.00, 1.67, -2.13)  0.106
H (0.91, 3.39, -2.58)  0.315
H (0.85, 1.98, -4.46)  0.257

As for the highest occupied orbital energy: -4.88 eV. For the lowest unoccupied orbital energy, the calculation gives 2.06 eV. Its total charge is -1.